# 1
The following is a DFT calculation (ωB97M-V/def2-TZVPD) of a 2-piece molecular cluster, CBrClFNO2 overall at a distorted geometry.

The geometry in ORCA input format:
```
! wB97M-V def2-TZVPD RIJCOSX def2/J DEFGRID3
* xyz 0 1
C 1.10 -0.54 -0.01
N -1.62 0.49 -0.08
O -2.57 -0.12 -0.08
O -1.22 1.59 -0.29
F 0.54 -0.81 1.18
Cl 2.04 -1.83 -0.61
Br 1.72 1.22 -0.11
*
```

Properties
F_max: 5.4 eV/Å
relative energy (zero: lowest compared OMol25 entry of this formula, charge and spin): 2.301 eV
Kohn-Sham gap (spin up / spin down): 9.059 / 7.897 eV
LUMO energy (spin up / spin down): -0.780 / -0.970 eV

=====

# 2
The following is a DFT calculation (ωB97M-V/def2-TZVPD) of CBrClFO2S as an isolated structure at a distorted geometry.

The geometry in ORCA input format:
```
! wB97M-V def2-TZVPD RIJCOSX def2/J DEFGRID3
* xyz -1 1
C -0.85 -0.08 -0.19
O 1.39 1.47 1.13
O 2.29 -0.18 -0.52
F -0.72 -0.12 -1.53
S 1.38 0.08 0.58
Cl -0.85 -1.78 0.31
Br -2.64 0.60 0.22
*
```

Properties
F_max: 2.6 eV/Å
relative energy (zero: lowest compared OMol25 entry of this formula, charge and spin): 0.498 eV
Kohn-Sham gap: 7.330 eV
LUMO energy: 3.260 eV

=====

# 3
The following is a DFT calculation (ωB97M-V/def2-TZVPD) of CBrClNO2P as an isolated structure at a distorted geometry.

The geometry in ORCA input format:
```
! wB97M-V def2-TZVPD RIJCOSX def2/J DEFGRID3
* xyz 0 1
C -0.32 1.00 0.55
N -0.74 0.76 1.60
O 1.88 -1.10 0.01
O -0.06 1.05 -0.64
P 0.93 -0.93 -1.05
Cl 1.63 -0.67 -2.89
Br -0.76 -2.29 -0.75
*
```

Properties
F_max: 4.9 eV/Å
relative energy (zero: lowest compared OMol25 entry of this formula, charge and spin): 1.968 eV
Kohn-Sham gap: 7.500 eV
LUMO energy: -2.731 eV

=====

# 4
The following is a DFT calculation (ωB97M-V/def2-TZVPD) of CBrFI2 as an isolated structure at a distorted geometry.

The geometry in ORCA input format:
```
! wB97M-V def2-TZVPD RIJCOSX def2/J DEFGRID3
* xyz 0 1
C 0.94 -0.52 -0.63
F -0.22 -0.88 -0.22
Br 2.03 -0.79 0.99
I -1.17 0.67 -3.66
I 0.04 2.04 -1.58
*
```

Properties
F_max: 1.4 eV/Å
relative energy (zero: lowest compared OMol25 entry of this formula, charge and spin): 0.527 eV
Kohn-Sham gap: 6.816 eV
LUMO energy: -2.411 eV

=====

What did the third record say?
The following is a DFT calculation (ωB97M-V/def2-TZVPD) of CBrClNO2P as an isolated structure at a distorted geometry.

The geometry in ORCA input format:
```
! wB97M-V def2-TZVPD RIJCOSX def2/J DEFGRID3
* xyz 0 1
C -0.32 1.00 0.55
N -0.74 0.76 1.60
O 1.88 -1.10 0.01
O -0.06 1.05 -0.64
P 0.93 -0.93 -1.05
Cl 1.63 -0.67 -2.89
Br -0.76 -2.29 -0.75
*
```

Properties
F_max: 4.9 eV/Å
relative energy (zero: lowest compared OMol25 entry of this formula, charge and spin): 1.968 eV
Kohn-Sham gap: 7.500 eV
LUMO energy: -2.731 eV